Computed, not measured: 10 unconnected molecules or ions with the total composition C43H95F3N4O7 in a non-equilibrium geometry, with wB97M-V/def2-TZVPD.

Structure (XYZ):
```
152
Properties=species:S:1:pos:R:3:forces:R:3:mulliken_spin:R:1
F 1.465626 -6.603447 3.437645 0.0 1.3 0.0 0.000
F 1.777356 -4.631843 2.456638 -0.7 -0.7 1.3 0.000
F 0.937288 -4.764718 4.518391 0.8 0.3 0.1 0.000
O -0.732771 -4.766913 1.616676 2.7 -0.8 2.4 0.000
O -1.375064 -4.327562 -3.210788 1.8 0.5 1.5 0.000
O 1.277234 0.544089 7.868805 -0.2 0.5 -1.6 0.000
O -1.394421 -5.955163 3.523832 3.8 1.7 -2.0 0.000
O -3.637455 2.116092 4.357102 -0.1 -0.1 1.2 0.000
O -4.112187 -1.744252 3.493370 -0.3 0.3 0.7 0.000
O -1.063854 5.151530 -0.493052 0.6 0.3 0.2 0.000
N -1.395140 0.478365 0.302643 0.1 1.2 -0.5 0.000
N -3.646578 -0.400290 -3.748999 2.8 0.5 -0.6 0.000
N 3.537524 3.960682 0.756464 0.8 -0.2 -0.9 0.001
N 4.619697 -1.851460 -3.406384 2.8 3.6 0.4 0.716
C 2.273897 5.328550 2.383719 -0.4 0.7 1.0 0.000
C 1.330216 0.960680 6.720437 0.5 0.7 0.0 0.000
C -1.265950 -0.416095 1.454832 -0.4 0.4 0.8 0.000
C 4.826779 4.713703 0.883981 0.2 0.0 0.4 0.000
C -2.437253 -3.436487 0.387234 0.7 -0.3 0.6 0.000
C -5.896054 1.498973 4.722171 0.2 0.1 -0.1 0.000
C -2.204888 -0.019081 -3.557264 -1.0 1.3 1.2 0.000
C 2.833817 -1.330354 -4.958454 -0.3 0.1 -1.2 0.019
C 0.465630 4.999817 -2.382543 -0.4 -0.3 -0.7 0.000
C 5.144931 5.742638 -0.181834 -1.0 0.2 0.3 0.000
C -4.139454 1.521067 6.649241 0.9 -0.1 -0.2 0.000
C -4.337751 -2.686473 5.725116 0.7 -0.5 0.9 0.000
C -5.309303 -1.921228 -2.836854 -2.0 -1.0 1.0 0.000
C -3.579020 -2.201049 4.488044 -1.7 -0.2 -1.8 0.000
C -2.072153 -4.667586 1.180455 -1.6 -1.3 0.6 0.000
C -1.629016 1.077052 -4.463104 0.5 -1.0 0.8 0.000
C -2.164556 -2.583143 4.420849 1.8 -1.0 1.5 0.000
C 5.145928 -1.879740 -2.033392 -1.7 -2.0 1.7 0.010
C -2.165651 1.747852 0.594960 -1.0 -1.3 -0.8 0.000
C 2.588650 0.665757 5.840994 -0.4 -0.7 1.8 0.000
C 0.724798 -4.109713 -1.912014 -1.0 -0.5 0.7 0.001
C -0.821454 5.483851 -1.627874 1.4 -2.3 -0.1 0.000
C 6.645813 -2.758658 -4.522826 1.5 -0.7 1.0 0.007
C -4.461153 1.797831 5.196698 -1.0 -0.4 -1.1 0.000
C -1.848782 6.080098 -2.452050 -1.6 1.7 -1.8 0.000
C 5.618007 -1.680527 -4.481055 -0.6 -2.0 -1.4 0.016
C -3.926257 -0.628607 -5.200455 -0.4 -1.6 0.7 0.000
C -0.178996 -4.064307 -3.132067 -0.5 -0.6 -2.4 0.000
C -0.476196 -5.429510 2.863632 -5.1 0.0 -1.2 0.000
C 0.670466 -0.274712 -0.861240 1.1 -0.6 1.0 -0.001
C 2.378451 4.817366 0.966586 -0.4 -0.4 0.3 0.000
C -3.160787 -1.820551 -5.895204 0.1 -0.1 0.6 0.000
C 3.509563 -0.977542 -3.659849 -2.7 -1.3 0.2 0.057
C -3.888144 -1.528178 -2.799913 0.3 1.3 -1.8 0.000
C 4.002469 -2.315642 -0.998360 0.6 1.6 -0.5 0.022
C -0.581475 0.209541 2.687931 0.5 -0.2 0.0 0.000
C -0.128087 0.872722 -0.330030 -0.9 -0.5 0.3 0.000
C 0.227128 1.834827 6.059499 1.2 -1.1 1.6 0.000
C 4.377544 2.040613 -0.626762 0.8 -0.1 0.9 -0.005
C -3.625059 1.451473 0.925058 0.4 -0.8 -0.4 0.000
C 0.989659 -5.332990 3.330684 -0.4 -0.9 -1.2 0.000
C 3.396158 3.184353 -0.498590 0.5 0.3 0.0 -0.001
C 0.499596 -3.792565 -4.489372 0.7 0.0 0.1 0.000
H 2.378607 2.810890 -0.613521 -0.1 0.0 0.5 0.002
H 2.711876 -1.213628 -2.955529 0.4 0.3 0.7 -0.012
H -6.569796 2.350657 4.815978 0.2 0.2 0.4 0.000
H 7.495674 -2.422754 -3.928689 0.3 -0.4 -0.1 0.000
H 5.605308 -0.944544 -1.713253 -0.5 0.8 -0.5 0.050
H 0.233769 4.645875 -3.387063 -0.9 0.3 -0.3 0.000
H -5.881398 1.294142 3.651688 0.2 -0.2 0.1 0.000
H 3.084133 -0.047421 6.499765 0.2 -0.6 -0.5 0.000
H -2.339574 -5.586399 0.658567 0.2 -0.1 -0.2 0.000
H -0.764741 -1.361313 1.246393 0.3 0.2 -0.6 0.000
H 0.975637 -0.917555 -0.035571 0.0 -0.2 0.2 0.000
H 0.400964 1.804660 4.983865 -0.7 0.2 0.1 0.000
H 1.599867 0.205376 -1.167566 0.3 -0.3 -0.7 0.002
H 0.227773 -0.945917 -1.597167 -0.3 0.5 -0.3 0.000
H -6.037025 -1.122348 -2.694301 0.5 0.6 -0.1 0.000
H -4.987612 -0.874271 -5.164745 -0.1 0.0 -0.6 0.000
H -1.123930 0.547649 -5.271014 -0.6 0.7 -0.9 0.000
H -3.707283 -3.450537 6.179897 0.0 -0.1 0.0 0.000
H 1.470749 4.256655 0.743488 0.1 -0.4 0.1 0.000
H -2.504034 5.350880 -2.928483 0.0 -0.6 0.5 0.000
H -3.097826 -1.843234 -6.983148 -0.4 0.6 -0.1 0.000
H 1.717239 -4.553154 -1.992808 -0.1 -0.1 -0.9 0.000
H 6.310368 -3.707276 -4.103659 -0.2 0.1 0.1 -0.001
H -2.379521 -2.642612 1.131903 -0.4 0.3 -0.7 0.000
H -0.790756 1.509801 -3.917066 0.1 0.2 0.2 0.000
H -5.721020 -2.485658 -3.673511 0.6 -0.1 -0.2 0.000
H -1.736963 2.390793 1.363697 0.4 0.1 -0.2 0.000
H -2.316007 1.901498 -4.653976 0.0 -0.4 -0.6 0.000
H 0.489510 1.414779 0.386108 0.3 0.3 0.1 0.000
H 7.005967 -3.012340 -5.519841 -0.1 0.4 0.0 0.000
H 0.497862 0.189634 2.537166 0.3 0.5 -0.3 0.000
H -0.898025 1.229428 2.906406 -0.1 -0.1 -0.1 0.000
H -3.986015 0.806259 0.124113 0.0 -0.5 0.1 0.000
H -0.630310 -0.354003 3.619671 -0.7 -0.2 -0.1 0.000
H 1.588085 -3.752779 -4.447889 0.0 0.0 0.4 0.002
H -0.282587 1.514659 -1.197302 -0.6 0.4 0.2 0.000
H 5.416988 2.367618 -0.599856 0.1 0.4 -0.3 0.000
H 6.095219 -0.700993 -4.451449 -0.4 0.3 0.4 0.033
H -2.280728 -0.759907 1.655136 -0.1 0.3 0.5 0.000
H 6.003910 -2.535555 -1.885492 -0.2 -0.5 -0.8 0.017
H 5.086216 5.188184 -1.118446 0.4 0.7 -0.4 0.000
H -2.134179 0.353028 -2.535189 -0.4 0.3 0.3 0.000
H -4.878619 1.770932 7.410366 -0.1 0.4 -0.3 0.000
H -1.466933 -0.815345 -3.459900 -0.1 -0.9 -0.7 0.000
H -4.426730 -1.993108 6.561423 -0.2 0.6 -0.4 0.000
H 0.304716 -4.609044 -5.184700 -0.4 0.0 0.1 0.000
H 4.364448 1.399621 0.254740 -0.5 -0.4 -0.1 0.000
H -3.446504 -3.594067 0.006867 0.0 0.2 0.2 0.000
H 2.330226 0.246383 4.868651 0.1 0.1 0.0 0.000
H -3.556797 -2.801241 -5.631524 -0.4 0.1 0.2 0.000
H 4.882489 5.193883 1.860924 -0.5 -0.1 0.1 0.000
H 3.235129 -0.832057 -5.840923 0.1 -0.1 0.1 0.001
H 0.889167 -3.111522 -1.506181 -0.3 0.1 0.1 -0.001
H -3.149210 1.926105 6.857691 -0.2 0.3 0.2 0.000
H 3.352447 1.441541 5.787461 -0.6 0.6 -0.3 0.000
H 4.389931 -2.227850 0.016654 0.4 -0.9 -0.1 -0.004
H 5.728468 4.101307 0.888375 -0.4 -0.9 0.1 0.000
H -3.996792 0.444524 6.743072 -0.2 -0.3 -0.2 0.000
H 2.437600 4.627715 3.202332 0.3 -0.6 -0.5 0.000
H 3.697969 0.093822 -3.590605 0.8 0.0 0.3 0.059
H -1.504189 6.589679 -3.351870 0.5 0.3 0.2 0.000
H -1.666866 -2.867709 3.493797 -0.8 0.4 -0.4 0.000
H 3.498390 -3.248648 -1.250352 0.5 -0.1 0.2 0.000
H 0.207455 -4.736813 -1.185940 0.0 0.3 0.4 0.000
H -2.122597 -3.462515 5.063536 0.6 -0.1 0.0 0.000
H 2.297168 5.642570 0.259094 0.3 0.4 -0.1 0.000
H 1.778701 -1.060935 -4.911079 0.1 0.0 0.1 -0.003
H -1.509359 -1.848766 4.889361 -0.1 0.2 0.2 0.000
H -0.698674 1.470347 6.504612 -0.3 -0.1 -0.8 0.000
H 2.920412 6.173812 2.619645 0.1 0.1 -0.3 0.000
H 1.203200 5.762530 -2.632243 0.1 0.2 0.7 0.000
H -3.180089 -2.313947 -3.063213 -0.1 -0.6 0.2 0.000
H 0.172592 -2.872743 -4.974241 -0.3 0.0 0.2 0.000
H 3.550029 3.744404 -1.420963 -0.1 0.8 -0.1 0.000
H -2.651442 -4.694943 2.103364 -0.5 0.1 -0.1 0.000
H -4.266304 2.320873 0.779937 0.2 0.2 0.9 0.000
H 0.923873 4.072433 -2.038912 0.1 0.5 1.1 0.000
H 2.873529 -2.411059 -5.094852 0.0 0.1 -0.2 -0.001
H -5.291409 -3.197983 5.594734 -0.1 0.6 -0.7 0.000
H 5.110768 -1.805669 -5.437689 -0.4 0.7 0.2 0.011
H -6.357170 0.664346 5.250253 0.1 0.0 0.1 0.000
H -3.655420 -1.174900 -1.795358 0.2 0.2 -0.1 0.000
H -2.511661 6.760382 -1.917351 0.2 -0.1 0.2 0.000
H 3.223018 -1.559968 -0.900855 -0.1 0.2 -0.6 -0.002
H -2.123529 -1.927734 -5.577851 0.2 0.5 0.2 0.000
H -5.503483 -2.512322 -1.941870 0.0 -0.5 0.0 0.000
H 4.252173 1.503019 -1.566640 -0.2 -0.2 0.0 0.003
H 0.336553 2.828668 6.493550 0.2 0.2 -0.3 0.000
H -3.672297 0.922049 1.876674 -0.7 0.4 0.1 0.000
H 1.259969 5.663396 2.602656 -0.1 0.3 -0.4 0.000
H 4.416029 6.552198 -0.144089 -0.2 0.0 -0.4 0.000
H -2.298312 2.229335 -0.373891 0.9 0.5 0.1 0.000
H 6.100047 6.223652 0.029059 0.2 -0.4 -0.3 0.000
H -1.792554 -3.261877 -0.474144 0.1 0.1 0.1 0.000
H -3.845262 0.295836 -5.772250 0.3 0.0 0.3 0.000
```
Positions in Å, forces in eV/Å.

## Properties
Gap between HOMO and LUMO (spin up / spin down) ... 7.530 / 2.494 eV
DFT total energy ... -74563.902 eV
Multiplicity ... 2
Total charge ... +1